A 4-piece molecular cluster, C36H76N4O4 overall. Source: OMol25; level of theory: ωB97M-V with the def2-TZVPD basis set.

Structure (XYZ):
```
120
C36H76N4O4 | OMol25 | ωB97M-V with the def2-TZVPD basis set
C 32.19 23.13 29.47
C 31.64 24.10 28.39
C 31.93 23.30 27.07
C 30.94 23.62 25.88
C 29.49 23.70 26.24
C 29.23 24.62 27.44
N 30.17 24.24 28.50
O 29.78 24.83 29.73
C 29.25 26.07 26.97
C 27.77 24.28 27.75
C 32.40 25.43 28.45
H 32.19 23.64 30.45
H 33.23 22.82 29.38
H 31.70 22.18 29.71
H 32.90 23.53 26.64
H 31.87 22.22 27.20
H 31.12 22.89 25.09
H 31.21 24.58 25.45
H 29.13 22.67 26.38
H 28.90 24.17 25.45
H 28.76 26.67 27.74
H 30.20 26.58 26.81
H 28.67 26.33 26.08
H 27.62 23.24 28.03
H 27.45 24.84 28.63
H 27.06 24.44 26.94
H 33.46 25.27 28.32
H 32.13 26.02 29.33
H 31.92 26.09 27.72
H 29.57 24.02 30.19
C 32.34 10.40 29.09
C 31.60 11.30 30.09
C 31.11 12.48 29.25
C 29.92 13.22 29.81
C 28.72 12.29 30.11
C 29.17 11.15 31.09
N 30.42 10.54 30.52
O 30.82 9.31 31.16
C 29.23 11.66 32.53
C 28.08 10.12 30.90
C 32.49 11.83 31.26
H 31.70 10.16 28.24
H 32.80 9.47 29.42
H 33.09 10.94 28.50
H 31.94 13.19 29.30
H 31.01 12.30 28.18
H 29.56 13.94 29.07
H 30.21 13.75 30.72
H 28.21 12.02 29.19
H 28.06 12.91 30.73
H 28.21 11.84 32.87
H 29.77 10.95 33.15
H 29.79 12.58 32.68
H 27.85 9.96 29.85
H 28.17 9.18 31.46
H 27.13 10.43 31.34
H 33.34 12.47 30.98
H 33.20 11.03 31.53
H 31.96 12.15 32.15
H 30.31 8.72 30.60
C 32.05 19.53 25.72
C 32.39 18.14 26.32
C 33.65 18.35 27.23
C 33.36 19.11 28.51
C 32.20 18.43 29.26
C 30.88 18.30 28.44
N 31.29 17.62 27.16
O 30.18 17.24 26.40
C 30.07 17.28 29.28
C 30.23 19.70 28.26
C 32.84 17.13 25.26
H 31.03 19.59 25.32
H 32.61 19.72 24.80
H 32.41 20.38 26.30
H 33.81 17.34 27.62
H 34.51 18.57 26.60
H 33.26 20.18 28.34
H 34.18 19.12 29.24
H 32.08 19.12 30.11
H 32.50 17.50 29.73
H 30.17 16.30 28.81
H 30.32 17.30 30.34
H 29.00 17.51 29.28
H 31.06 20.41 28.19
H 29.73 19.74 27.29
H 29.49 20.04 28.97
H 33.83 17.28 24.84
H 32.17 17.03 24.40
H 32.80 16.12 25.68
H 30.13 17.99 25.78
C 35.84 11.93 28.99
C 36.66 12.99 28.30
C 35.75 13.73 27.26
C 34.81 14.76 27.92
C 35.67 15.78 28.67
C 36.54 15.18 29.77
N 37.24 14.01 29.21
O 38.07 13.44 30.22
C 37.55 16.25 30.11
C 35.81 14.97 31.11
C 37.89 12.40 27.58
H 36.45 11.48 29.78
H 35.35 11.33 28.22
H 35.03 12.39 29.56
H 36.38 14.05 26.44
H 35.09 12.95 26.87
H 34.13 14.14 28.51
H 34.26 15.27 27.14
H 34.98 16.54 29.06
H 36.24 16.32 27.91
H 38.29 16.19 29.31
H 37.20 17.27 30.26
H 38.14 16.02 31.01
H 36.47 14.75 31.94
H 35.11 15.80 31.24
H 35.05 14.18 31.05
H 37.85 11.37 27.22
H 38.86 12.36 28.09
H 38.24 13.01 26.74
H 38.90 13.50 29.75
```

For the total energy, the calculation gives -52707.158 eV. The calculation puts the LUMO energy at 0.55 eV. The SMILES is CC1(C)CCCC(C)(C)N1O.CC1(C)CCCC(C)(C)N1O.CC1(C)CCCC(C)(C)N1O.CC1(C)CCCC(C)(C)N1O. The value obtained for the HOMO energy is -8.20 eV. The value obtained for the strongest force on any atom is 2.592 eV/A. The value obtained for the energy relative to the best compared isomer or geometry (same formula, charge and spin) is 316.50 kJ/mol. For the gap between HOMO and LUMO, the calculation gives 0.3213 Ha.

Here are the Löwdin charges for atoms 1 to 8, given in e: -0.05 -0.47 -0.10 -0.17 -0.17 -0.52 -0.09 -0.01



A 5-piece molecular cluster, C36H76N5O7 overall. Source: OMol25; level of theory: ωB97M-V with the def2-TZVPD basis set.

Structure (XYZ):
```
124
C36H76N5O7 | OMol25 | ωB97M-V with the def2-TZVPD basis set
N 0.24 -0.60 -0.40
O -0.97 -0.72 -0.61
O 1.01 -1.36 -0.99
O 0.65 0.30 0.35
C -5.52 0.82 -3.18
C -5.14 0.68 -1.73
C -4.48 1.99 -1.26
C -4.41 2.20 0.19
C -5.81 2.18 0.85
C -6.62 0.99 0.50
N -6.47 0.63 -1.00
O -7.18 -0.46 -1.42
C -6.15 -0.29 1.27
C -8.19 1.25 0.72
C -4.17 -0.50 -1.51
H -4.91 1.59 -3.64
H -6.55 0.85 -3.55
H -5.12 -0.04 -3.72
H -3.44 2.06 -1.54
H -4.84 2.97 -1.59
H -4.15 3.24 0.35
H -3.69 1.56 0.71
H -6.27 3.12 1.17
H -5.53 2.02 1.90
H -5.09 -0.42 1.07
H -6.41 -0.19 2.33
H -6.67 -1.19 0.96
H -8.42 2.10 0.07
H -8.70 0.29 0.66
H -8.30 1.48 1.78
H -4.68 -1.46 -1.66
H -3.49 -0.57 -0.66
H -3.39 -0.43 -2.27
H -7.91 -0.12 -1.93
C 6.25 2.60 -3.35
C 4.93 2.99 -2.55
C 4.34 4.31 -3.08
C 3.51 4.24 -4.31
C 2.33 3.23 -4.11
C 2.95 1.85 -3.67
N 3.79 2.02 -2.48
O 4.16 0.89 -1.88
C 1.67 0.95 -3.25
C 3.60 1.27 -4.90
C 5.46 3.53 -1.16
H 7.04 3.33 -3.21
H 6.08 2.81 -4.41
H 6.68 1.65 -3.05
H 3.74 4.91 -2.40
H 5.18 4.93 -3.40
H 4.17 3.92 -5.12
H 3.11 5.21 -4.59
H 1.80 3.16 -5.06
H 1.65 3.62 -3.35
H 0.92 0.97 -4.04
H 1.79 -0.08 -2.91
H 1.31 1.48 -2.37
H 4.28 1.86 -5.51
H 4.20 0.40 -4.63
H 2.86 0.81 -5.56
H 5.86 4.54 -1.21
H 6.19 2.84 -0.72
H 4.67 3.53 -0.41
H 4.78 0.53 -2.53
C 2.80 -6.59 0.61
C 1.85 -5.81 -0.33
C 0.75 -6.82 -0.91
C -0.60 -6.08 -1.16
C -1.15 -5.68 0.22
C -0.15 -4.81 1.14
N 1.20 -4.66 0.43
O 2.21 -4.04 1.16
C -0.67 -3.38 1.07
C 0.04 -5.52 2.56
C 2.65 -5.12 -1.60
H 3.56 -6.05 1.17
H 3.19 -7.41 0.01
H 2.16 -7.09 1.34
H 0.93 -7.05 -1.96
H 0.88 -7.81 -0.47
H -1.29 -6.79 -1.62
H -0.66 -5.15 -1.72
H -1.45 -6.62 0.67
H -2.08 -5.14 0.04
H -1.63 -3.52 1.58
H 0.03 -2.77 1.64
H -0.92 -2.96 0.10
H 0.37 -6.56 2.50
H 0.69 -4.89 3.17
H -0.92 -5.46 3.07
H 2.80 -5.83 -2.40
H 3.42 -4.46 -1.20
H 2.05 -4.38 -2.13
H 2.40 -4.71 1.81
C 2.17 3.51 1.61
C 1.48 3.08 2.91
C -0.02 3.27 2.83
C -1.12 2.53 3.71
C -0.62 1.11 3.71
C 0.85 0.81 3.99
N 1.73 1.55 3.06
O 3.03 1.18 3.10
C 1.06 1.12 5.53
C 1.04 -0.72 3.87
C 1.91 3.95 4.12
H 2.09 4.55 1.31
H 1.74 2.93 0.79
H 3.19 3.27 1.92
H -0.18 4.34 2.96
H -0.37 3.08 1.81
H -2.02 2.60 3.11
H -1.26 2.97 4.70
H -0.68 0.75 2.69
H -1.26 0.36 4.18
H 2.13 1.14 5.77
H 0.79 2.13 5.85
H 0.58 0.31 6.07
H 0.86 -1.06 2.85
H 2.06 -1.03 4.12
H 0.33 -1.24 4.51
H 2.56 3.48 4.86
H 1.07 4.28 4.74
H 2.46 4.84 3.83
H 3.43 1.83 3.68
```

Its total charge is -2. For the total energy, the calculation gives -60332.419 eV. The calculation puts the LUMO energy (alpha / beta) at 3.88 / 3.95 eV. The value obtained for the HOMO energy (alpha / beta) is 2.78 / -2.70 eV. The value obtained for the strongest force on any atom is 4.100 eV/A. The spin multiplicity is 2. For the gap between HOMO and LUMO (alpha / beta), the calculation gives 0.0404 / 0.2443 Ha.

Here are the Löwdin charges for atoms 1 to 8, given in e: -0.65 -0.09 -0.06 -0.05 -0.06 -0.46 -0.18 -0.20



C36H76N5O9V as an isolated structure. Source: OMol25; level of theory: ωB97M-V with the def2-TZVPD basis set.

Structure (XYZ):
```
127
C36H76N5O9V | OMol25 | ωB97M-V with the def2-TZVPD basis set
O -2.99 4.09 -1.05
V -3.80 2.93 -0.42
O -4.34 3.50 0.94
N -0.99 0.91 -0.16
O -1.73 1.89 -0.32
O -0.45 0.85 0.96
O -0.89 0.01 -0.96
C 1.74 6.10 -1.00
C 2.14 4.62 -0.92
C 3.60 4.39 -1.42
C 4.66 4.94 -0.48
C 4.37 4.09 0.78
C 3.02 4.13 1.54
N 1.99 4.09 0.49
O 0.64 4.22 0.92
C 2.76 2.99 2.54
C 2.83 5.46 2.31
C 1.35 3.77 -1.92
H 1.71 6.30 -2.07
H 2.37 6.81 -0.48
H 0.75 6.22 -0.57
H 3.74 3.31 -1.51
H 3.84 4.77 -2.41
H 4.67 6.00 -0.23
H 5.65 4.73 -0.88
H 5.03 4.48 1.55
H 4.62 3.03 0.69
H 3.47 2.69 3.30
H 1.85 3.26 3.08
H 2.55 2.06 2.00
H 3.55 5.55 3.13
H 2.86 6.29 1.61
H 1.89 5.61 2.83
H 1.42 2.70 -1.75
H 1.68 3.96 -2.94
H 0.27 3.84 -1.84
H 0.47 3.27 0.88
C 1.71 -2.75 1.64
C 1.19 -3.45 0.42
C 1.98 -4.75 0.12
C 1.49 -5.95 0.85
C -0.02 -6.13 0.68
C -0.87 -4.87 1.07
N -0.28 -3.69 0.38
O -1.08 -2.53 0.70
C -2.27 -5.25 0.43
C -0.93 -4.74 2.63
C 1.53 -2.58 -0.85
H 2.77 -2.99 1.68
H 1.34 -3.26 2.54
H 1.50 -1.68 1.72
H 1.95 -4.95 -0.95
H 3.03 -4.80 0.41
H 1.72 -5.81 1.91
H 1.99 -6.88 0.58
H -0.31 -6.90 1.39
H -0.13 -6.53 -0.33
H -2.32 -5.38 -0.65
H -2.67 -6.17 0.87
H -2.95 -4.44 0.71
H -1.63 -5.50 2.94
H 0.00 -5.10 3.08
H -1.28 -3.78 3.02
H 2.58 -2.33 -0.69
H 1.07 -1.60 -0.97
H 1.46 -3.07 -1.82
H -1.05 -2.51 1.66
C -1.06 1.58 4.46
C -1.22 0.14 4.98
C -1.85 0.29 6.40
C -3.36 0.61 6.41
C -4.08 -0.52 5.60
C -3.54 -0.65 4.19
N -2.10 -0.76 4.14
O -1.66 -0.99 2.84
C -4.13 -1.93 3.60
C -4.02 0.57 3.35
C 0.17 -0.55 5.17
H -2.01 2.11 4.43
H -0.63 1.55 3.46
H -0.39 2.14 5.11
H -1.54 -0.57 7.00
H -1.34 1.15 6.82
H -3.55 1.55 5.90
H -3.75 0.64 7.43
H -5.13 -0.23 5.58
H -3.93 -1.46 6.13
H -5.21 -1.92 3.77
H -4.01 -2.03 2.52
H -3.67 -2.81 4.04
H -5.07 0.45 3.07
H -4.06 1.47 3.97
H -3.45 0.80 2.45
H 0.21 -1.63 5.32
H 0.66 -0.21 6.09
H 0.80 -0.35 4.31
H -1.57 -0.09 2.52
C -1.93 -2.51 -5.85
C -0.82 -1.51 -6.16
C -1.49 -0.32 -6.77
C -0.67 0.97 -7.01
C -0.10 1.34 -5.66
C 0.60 0.19 -4.92
N -0.15 -1.13 -4.92
O 0.41 -2.11 -4.13
C 2.04 0.00 -5.50
C 0.74 0.68 -3.42
C 0.21 -2.15 -7.18
H -2.63 -2.08 -5.13
H -1.56 -3.47 -5.49
H -2.49 -2.71 -6.77
H -1.84 -0.70 -7.73
H -2.39 -0.09 -6.20
H -1.27 1.80 -7.37
H 0.20 0.82 -7.66
H -0.90 1.85 -5.13
H 0.55 2.19 -5.88
H 2.84 0.17 -4.76
H 2.20 -0.91 -6.07
H 2.24 0.78 -6.24
H 1.50 1.45 -3.52
H -0.15 1.22 -3.10
H 1.12 -0.04 -2.69
H 0.62 -1.42 -7.89
H -0.31 -2.82 -7.86
H 1.01 -2.76 -6.77
H 1.07 -2.56 -4.66
```

For the total energy, the calculation gives -90116.717 eV. The calculation puts the LUMO energy at -3.68 eV. The value obtained for the HOMO energy is -7.58 eV. The value obtained for the strongest force on any atom is 6.169 eV/A. The value obtained for the energy relative to the best compared isomer or geometry (same formula, charge and spin) is 0.00 kJ/mol. For the gap between HOMO and LUMO, the calculation gives 0.1434 Ha.

Here are the Löwdin charges for atoms 1 to 8, given in e: -0.22 1.17 -0.26 -0.56 -0.11 -0.01 0.07 -0.03